(1)
The following is a quantum chemistry calculation of a cluster of 10 separate species, C10H36N18O12 in total at a distorted geometry, from the Open Molecules 2025 dataset.

Output
relative energy (zero: lowest compared OMol25 entry of this formula, charge and spin) = 4.9 kcal per mole
total charge = -2
electronic energy = -2291.733700 hartree

Last column: Löwdin charge in e.
Atoms and positions in Å:
C: -0.481 -0.330 0.044  -0.810
O: -0.770 -0.496 1.287  -0.159
O: -1.160 0.487 -0.729  -0.175
O: 0.554 -0.922 -0.452  -0.136
C: 3.773 -1.540 -2.033  -0.697
O: 4.929 -1.350 -2.435  -0.024
N: 3.433 -2.586 -1.247  0.164
N: 2.746 -0.702 -2.308  0.157
H: 2.486 -2.619 -0.902  0.067
H: 4.172 -3.127 -0.840  0.103
H: 2.994 0.154 -2.772  0.094
H: 1.972 -0.656 -1.651  0.039
C: 4.450 1.273 1.326  -0.683
O: 5.270 0.801 2.105  0.008
N: 3.107 1.119 1.508  0.161
N: 4.727 2.057 0.244  0.146
H: 2.446 1.328 0.783  0.078
H: 2.900 0.448 2.228  0.073
H: 5.688 2.262 0.032  0.094
H: 4.083 2.416 -0.431  0.083
C: 1.905 -1.963 3.259  -0.675
O: 2.544 -2.562 4.131  -0.024
N: 0.608 -1.587 3.464  0.150
N: 2.433 -1.641 2.055  0.159
H: 0.132 -1.977 4.252  0.097
H: 0.127 -1.090 2.702  0.043
H: 1.801 -1.291 1.343  0.065
H: 3.362 -1.967 1.861  0.108
C: -4.019 1.399 2.013  -0.671
O: -4.910 1.840 2.753  -0.029
N: -3.828 1.643 0.680  0.161
N: -2.952 0.767 2.562  0.147
H: -2.940 1.340 0.309  0.048
H: -4.493 2.220 0.201  0.098
H: -2.258 0.226 2.037  0.047
H: -2.999 0.602 3.553  0.096
C: 0.136 3.753 -1.415  -0.694
O: 0.598 4.788 -1.915  -0.023
N: -0.925 3.787 -0.574  0.159
N: 0.639 2.512 -1.612  0.170
H: -1.463 4.570 -0.267  0.106
H: -1.310 2.865 -0.406  0.059
H: 1.395 2.359 -2.251  0.098
H: 0.069 1.712 -1.325  0.042
C: -3.681 -1.441 -2.757  -0.697
O: -4.600 -1.628 -3.567  -0.022
N: -2.738 -2.383 -2.596  0.161
N: -3.618 -0.407 -1.879  0.156
H: -2.717 -3.088 -3.312  0.106
H: -1.906 -2.354 -2.046  0.066
H: -4.087 0.467 -2.013  0.093
H: -2.741 -0.364 -1.343  0.048
C: -0.910 -4.320 0.451  -0.676
O: -0.881 -5.556 0.497  -0.025
N: -0.070 -3.705 -0.448  0.151
N: -1.586 -3.503 1.291  0.173
H: -0.090 -2.686 -0.568  0.042
H: 0.369 -4.309 -1.116  0.095
H: -2.514 -3.819 1.517  0.103
H: -1.407 -2.509 1.220  0.060
C: 0.130 2.554 3.542  -0.682
O: 0.660 3.609 3.877  -0.007
N: -0.137 2.223 2.251  0.177
N: -0.141 1.557 4.435  0.153
H: -0.523 1.329 1.946  0.045
H: 0.127 2.850 1.516  0.076
H: -0.372 0.623 4.155  0.055
H: -0.048 1.739 5.415  0.093
C: -0.950 0.663 -4.477  -0.679
O: -0.517 1.051 -5.573  -0.026
N: -1.715 1.447 -3.679  0.163
N: -0.479 -0.480 -3.913  0.169
H: -1.633 2.406 -3.973  0.106
H: -1.884 1.173 -2.726  0.045
H: -0.637 -0.596 -2.923  0.056
H: 0.324 -0.869 -4.372  0.098

***

(2)
The following is a quantum chemistry calculation of a cluster of 8 separate species, C10H36O8 in total at a distorted geometry, from the Open Molecules 2025 dataset.

Output
relative energy (zero: lowest compared OMol25 entry of this formula, charge and spin) = 38.6 kcal per mole
total charge = 0
SMILES = CCO.CCO.CCO.CCO.CCO.O.O.O
electronic energy = -1004.435641 hartree

Last column: natural (NBO) charge in e.
Atoms and positions in Å:
C: 24.051 2.539 -7.358  -0.627
C: 25.201 3.002 -8.338  -0.059
O: 26.249 2.044 -8.314  -0.740
H: 23.549 1.648 -7.735  0.212
H: 23.352 3.356 -7.179  0.213
H: 24.447 2.399 -6.352  0.204
H: 25.651 3.913 -7.945  0.157
H: 24.707 3.158 -9.297  0.163
H: 26.874 2.126 -9.038  0.475
C: 22.416 0.174 -5.031  -0.645
C: 23.418 0.241 -3.898  -0.057
O: 22.823 0.751 -2.711  -0.786
H: 21.439 -0.178 -4.699  0.215
H: 22.704 -0.503 -5.835  0.231
H: 22.216 1.137 -5.500  0.209
H: 24.263 0.912 -4.049  0.165
H: 23.819 -0.751 -3.687  0.166
H: 23.483 0.829 -2.019  0.498
C: 19.194 -0.989 -7.090  -0.649
C: 19.749 -2.024 -6.055  -0.060
O: 20.997 -2.530 -6.406  -0.746
H: 19.489 -1.392 -8.059  0.228
H: 19.568 0.035 -7.112  0.213
H: 18.106 -0.953 -7.052  0.220
H: 19.107 -2.904 -6.020  0.159
H: 19.751 -1.705 -5.013  0.170
H: 21.279 -3.086 -5.676  0.484
C: 20.195 3.371 0.412  -0.634
C: 21.411 3.080 -0.470  -0.061
O: 20.946 2.929 -1.820  -0.737
H: 20.482 3.611 1.435  0.206
H: 19.456 2.575 0.324  0.215
H: 19.592 4.207 0.055  0.214
H: 21.999 2.254 -0.071  0.148
H: 22.090 3.932 -0.512  0.155
H: 21.662 2.496 -2.292  0.487
C: 22.627 -0.334 -10.325  -0.624
C: 22.343 -0.893 -8.923  -0.066
O: 21.711 -2.153 -9.073  -0.741
H: 21.666 -0.143 -10.802  0.202
H: 23.112 -1.035 -11.004  0.212
H: 23.219 0.581 -10.354  0.202
H: 21.798 -0.136 -8.359  0.152
H: 23.323 -0.965 -8.451  0.152
H: 21.491 -2.449 -8.187  0.496
O: 25.087 1.232 -1.036  -0.953
H: 25.010 0.704 -0.241  0.484
H: 25.967 1.606 -0.992  0.480
O: 20.501 -1.031 -1.573  -0.955
H: 21.012 -0.358 -2.023  0.488
H: 20.677 -0.886 -0.644  0.462
O: 27.087 0.385 -3.634  -0.928
H: 26.870 0.977 -2.914  0.456
H: 27.128 0.950 -4.405  0.473

***

(3)
The following is a quantum chemistry calculation of a cluster of 9 separate species, C10H37NO9 in total at a distorted geometry, from the Open Molecules 2025 dataset.

Output
relative energy (zero: lowest compared OMol25 entry of this formula, charge and spin) = 0.0 kcal per mole
total charge = 0
SMILES = CC1(C)CCCC(C)(C)N1O.CO.O.O.O.O.O.O.O
electronic energy = -1135.038024 hartree

Last column: natural (NBO) charge in e.
Atoms and positions in Å:
C: 0.657 2.152 5.630  -0.245
O: -0.643 1.650 5.400  -0.718
H: 1.064 1.678 6.523  0.167
H: 1.322 1.959 4.788  0.158
H: 0.593 3.215 5.865  0.170
H: -0.680 0.830 5.898  0.469
C: -0.400 -0.288 -4.347  -0.627
C: -1.343 -0.633 -3.231  0.111
C: -0.728 -1.809 -2.453  -0.410
C: -1.543 -2.297 -1.281  -0.405
C: -1.669 -1.114 -0.293  -0.398
C: -2.235 0.228 -0.918  0.133
N: -1.534 0.471 -2.208  -0.214
O: -1.849 1.690 -2.748  -0.559
C: -3.852 -0.105 -1.072  -0.655
C: -1.928 1.282 0.089  -0.627
C: -2.642 -1.090 -3.957  -0.649
H: -0.376 -1.130 -5.038  0.222
H: 0.644 -0.273 -4.036  0.211
H: -0.696 0.594 -4.915  0.226
H: -0.638 -2.729 -3.029  0.215
H: 0.302 -1.605 -2.159  0.214
H: -0.937 -3.030 -0.749  0.224
H: -2.532 -2.710 -1.479  0.199
H: -0.691 -1.054 0.185  0.223
H: -2.446 -1.403 0.414  0.205
H: -4.241 0.361 -1.977  0.194
H: -4.111 -1.162 -0.999  0.216
H: -4.421 0.266 -0.219  0.220
H: -0.901 1.311 0.452  0.216
H: -2.046 2.305 -0.266  0.218
H: -2.543 1.093 0.969  0.225
H: -3.401 -1.384 -3.232  0.215
H: -2.537 -1.869 -4.712  0.226
H: -3.135 -0.250 -4.447  0.200
H: -2.766 1.562 -3.000  0.442
O: 5.234 1.574 3.612  -0.952
H: 4.429 1.640 3.098  0.477
H: 5.274 0.655 3.877  0.472
O: 1.198 -2.585 2.864  -0.990
H: 1.021 -1.645 2.820  0.486
H: 2.098 -2.675 2.550  0.485
O: 1.200 1.226 -1.720  -0.973
H: 0.933 1.926 -1.125  0.476
H: 0.439 1.088 -2.284  0.507
O: 1.627 0.053 1.902  -0.988
H: 1.764 0.153 0.960  0.480
H: 1.916 0.886 2.276  0.488
O: 3.692 -2.337 1.493  -0.956
H: 4.064 -3.117 1.081  0.467
H: 3.140 -1.948 0.815  0.498
O: 3.033 -0.394 -0.582  -0.992
H: 2.373 0.038 -1.123  0.503
H: 3.856 0.031 -0.823  0.479
O: 2.616 2.527 2.317  -0.956
H: 2.660 3.194 3.002  0.492
H: 2.315 2.999 1.541  0.486

***

(4)
The following is a quantum chemistry calculation of a structure of composition C10H39BF4LiNO9 at a distorted geometry, from the Open Molecules 2025 dataset.

Output
total charge = 0
electronic energy = -1568.442300 hartree

Last column: natural (NBO) charge in e.
Atoms and positions in Å:
Li: 19.334 0.556 -1.783  0.937
B: 20.042 -1.914 -1.965  1.320
F: 21.424 -1.867 -1.854  -0.547
F: 19.593 -1.170 -3.057  -0.580
F: 19.619 -3.246 -2.012  -0.551
F: 19.451 -1.298 -0.820  -0.590
C: 16.185 -4.432 1.548  -0.632
C: 17.388 -4.181 0.663  -0.066
O: 17.270 -2.878 0.068  -0.774
H: 16.418 -5.177 2.303  0.218
H: 15.299 -4.666 0.962  0.210
H: 15.971 -3.492 2.069  0.207
H: 17.391 -4.865 -0.193  0.169
H: 18.336 -4.291 1.195  0.173
H: 18.075 -2.729 -0.447  0.495
C: 18.427 -1.271 3.622  -0.635
C: 18.912 -0.868 2.243  -0.068
O: 19.757 0.299 2.347  -0.757
H: 18.053 -0.375 4.132  0.194
H: 19.286 -1.598 4.204  0.219
H: 17.577 -1.949 3.583  0.222
H: 18.085 -0.629 1.572  0.179
H: 19.512 -1.653 1.791  0.195
H: 19.226 1.044 2.644  0.468
C: 16.085 -1.412 -2.941  -0.652
C: 15.349 -0.431 -2.032  -0.063
O: 15.805 -0.451 -0.690  -0.737
H: 17.035 -1.009 -3.298  0.196
H: 15.495 -1.741 -3.790  0.217
H: 16.431 -2.203 -2.268  0.227
H: 14.283 -0.707 -2.078  0.151
H: 15.348 0.589 -2.421  0.164
H: 15.764 -1.371 -0.398  0.492
O: 19.862 1.860 -3.258  -0.981
H: 20.128 1.453 -4.090  0.498
H: 20.069 2.794 -3.354  0.500
O: 21.568 -4.385 -0.146  -0.948
H: 22.314 -3.804 0.029  0.470
H: 20.935 -3.833 -0.618  0.474
O: 20.670 1.063 -0.363  -1.016
H: 21.319 1.770 -0.308  0.485
H: 20.443 0.845 0.567  0.527
O: 21.318 -1.706 -5.249  -0.940
H: 20.912 -1.100 -4.620  0.476
H: 21.876 -1.152 -5.803  0.468
O: 22.766 -0.889 0.528  -0.944
H: 22.781 0.067 0.461  0.454
H: 22.039 -1.160 -0.043  0.485
C: 18.836 -4.498 -6.875  -0.626
C: 18.792 -4.446 -5.356  -0.085
C: 18.230 -5.715 -4.738  -0.069
O: 16.879 -6.010 -5.043  -0.543
C: 15.982 -5.002 -4.615  -0.252
N: 20.188 -4.324 -4.851  -0.847
H: 17.872 -4.873 -7.229  0.214
H: 19.669 -5.054 -7.304  0.217
H: 18.945 -3.486 -7.284  0.200
H: 18.268 -3.535 -5.041  0.163
H: 18.388 -5.711 -3.651  0.168
H: 18.794 -6.540 -5.175  0.197
H: 16.094 -4.948 -3.524  0.165
H: 14.966 -5.310 -4.849  0.187
H: 16.181 -4.052 -5.108  0.164
H: 20.126 -3.946 -3.910  0.361
H: 20.643 -3.588 -5.387  0.376

***

no.,gap between HOMO and LUMO (eV)
1,9.2
2,9.6
3,8.9
4,7.4